1.
Computed, not measured: a single C22H23N3O3S molecule, with ωB97M-V with the def2-TZVPD basis set.

Each line ends with the Löwdin charge.
Atoms and positions in Å:
1 C 1.061 -5.869 -1.484  -0.10
2 C 1.506 -4.525 -2.047  -0.23
3 C 2.806 -4.051 -1.390  -0.21
4 O 2.670 -3.828 0.000  -0.05
5 C 2.048 -2.709 0.450  -0.26
6 C 1.580 -1.664 -0.342  0.00
7 C 0.983 -0.563 0.244  0.02
8 C 0.835 -0.496 1.620  -0.18
9 N 0.220 0.648 2.196  0.11
10 C 0.762 1.361 3.255  -0.40
11 O 1.786 1.090 3.817  0.12
12 C -0.180 2.509 3.554  -0.08
13 C -1.167 2.511 2.399  -0.47
14 S -2.890 2.775 2.971  0.93
15 C -3.863 2.641 1.433  -0.46
16 C -3.479 3.652 0.348  -0.16
17 C -2.354 3.165 -0.497  -0.36
18 N -1.124 3.588 -0.426  0.15
19 C -0.412 2.834 -1.325  -0.23
20 C 0.943 2.839 -1.635  -0.02
21 C 1.387 1.931 -2.574  -0.11
22 C 0.516 1.035 -3.197  -0.11
23 C -0.834 1.014 -2.905  -0.02
24 C -1.286 1.922 -1.962  -0.20
25 N -2.520 2.178 -1.426  0.17
26 C -0.956 1.181 1.710  -0.41
27 O -1.652 0.663 0.874  0.11
28 C 1.299 -1.531 2.421  0.01
29 C 1.902 -2.624 1.838  0.01
30 H 1.801 -6.637 -1.698  0.07
31 H 0.112 -6.170 -1.922  0.07
32 H 0.940 -5.799 -0.406  0.07
33 H 0.722 -3.784 -1.877  0.10
34 H 1.675 -4.604 -3.122  0.11
35 H 3.562 -4.838 -1.464  0.13
36 H 3.191 -3.154 -1.890  0.12
37 H 1.679 -1.680 -1.415  0.10
38 H 0.631 0.245 -0.378  0.10
39 H -0.682 2.311 4.505  0.12
40 H 0.374 3.440 3.660  0.13
41 H -0.952 3.301 1.670  0.10
42 H -3.773 1.616 1.075  0.06
43 H -4.882 2.818 1.776  0.07
44 H -3.193 4.600 0.806  0.12
45 H -4.351 3.823 -0.289  0.12
46 H 1.616 3.528 -1.149  0.11
47 H 2.435 1.905 -2.832  0.10
48 H 0.910 0.340 -3.925  0.10
49 H -1.506 0.317 -3.383  0.11
50 H -3.363 1.656 -1.596  0.17
51 H 1.195 -1.474 3.493  0.12
52 H 2.274 -3.436 2.441  0.12

HOMO level in Eh: -0.306
2S+1: 1
Calculated total energy in eV: -44637.2033
SMILES: CCCOc1ccc(N2C(=O)C[C@H](SCCc3nc4ccccc4[nH]3)C2=O)cc1
Maximum force in Eh/bohr: 0.015
Kohn-Sham gap in eV: 8.9

***

2.
Computed, not measured: a single C22H23N3O5S molecule at a distorted geometry, with ωB97M-V with the def2-TZVPD basis set.

Each line ends with the Löwdin charge.
Atoms and positions in Å:
1 C -6.254 -2.599 -1.691  -0.06
2 C -6.519 -2.659 -0.189  -0.25
3 O -6.468 -1.386 0.425  -0.05
4 C -5.267 -0.792 0.655  -0.27
5 C -4.018 -1.369 0.453  -0.01
6 C -2.861 -0.668 0.747  0.00
7 C -2.930 0.625 1.245  -0.22
8 N -1.792 1.394 1.546  0.15
9 C -0.492 1.059 1.397  -0.49
10 O -0.073 -0.020 1.045  0.05
11 C 0.456 2.237 1.699  -0.46
12 C 0.250 3.387 0.724  -0.11
13 C 0.148 2.821 -0.680  -0.45
14 O -0.730 3.174 -1.437  0.09
15 N 1.079 1.885 -1.044  0.00
16 C 0.926 1.305 -2.381  -0.18
17 C 0.113 0.020 -2.312  -0.06
18 C 2.117 1.375 -0.288  -0.54
19 N 3.032 0.734 -0.869  0.10
20 C 4.045 0.023 -0.258  -0.30
21 C 3.761 -0.978 0.670  -0.05
22 C 4.767 -1.771 1.210  0.01
23 C 6.054 -1.522 0.801  -0.21
24 C 6.341 -0.525 -0.134  -0.20
25 C 5.360 0.254 -0.688  0.07
26 O 7.692 -0.496 -0.367  0.03
27 C 8.246 -1.506 0.448  -0.17
28 O 7.220 -2.143 1.175  0.03
29 S 2.166 1.665 1.480  1.08
30 C -4.180 1.206 1.451  -0.02
31 C -5.330 0.509 1.162  0.00
32 H -6.358 -3.592 -2.121  0.08
33 H -5.252 -2.229 -1.895  0.07
34 H -6.969 -1.932 -2.164  0.08
35 H -7.541 -3.003 -0.007  0.12
36 H -5.829 -3.355 0.303  0.12
37 H -3.919 -2.371 0.068  0.11
38 H -1.903 -1.131 0.585  0.10
39 H -2.004 2.331 1.861  0.14
40 H 0.365 2.554 2.740  0.12
41 H 1.092 4.081 0.787  0.12
42 H -0.667 3.949 0.918  0.12
43 H 1.924 1.112 -2.772  0.11
44 H 0.415 2.048 -2.994  0.12
45 H 0.583 -0.685 -1.631  0.07
46 H 0.051 -0.429 -3.299  0.07
47 H -0.894 0.230 -1.958  0.07
48 H 2.735 -1.150 0.955  0.10
49 H 4.547 -2.548 1.922  0.12
50 H 5.579 1.020 -1.411  0.12
51 H 8.764 -2.245 -0.185  0.14
52 H 8.971 -1.059 1.147  0.14
53 H -4.248 2.213 1.837  0.11
54 H -6.300 0.951 1.319  0.12

HOMO level in Eh: -0.275
2S+1: 1
Calculated total energy in eV: -48730.4071
SMILES: CCOc1ccc(NC(=O)[C@@H]2CC(=O)N(CC)/C(=N/c3ccc4c(c3)OCO4)S2)cc1
Maximum force in Eh/bohr: 0.025
Kohn-Sham gap in eV: 7.8

***

3.
Computed, not measured: a molecular structure, C22H23N4O12P2Pd, with ωB97M-V with the def2-TZVPD basis set.

Each line ends with the Löwdin charge.
Atoms and positions in Å:
1 Pd 1.573 1.820 -0.123  1.08
2 C 3.394 3.346 -3.985  -0.07
3 C 2.976 2.961 -2.579  -0.58
4 O 2.042 1.853 -2.594  -0.12
5 P 4.354 2.470 -1.480  0.45
6 O 5.472 1.909 -2.474  -0.11
7 O 5.023 3.774 -0.901  -0.11
8 O 3.928 1.452 -0.486  -0.31
9 P 2.023 4.289 -1.661  0.29
10 O 2.807 5.596 -2.203  -0.14
11 O 0.609 4.290 -2.075  -0.28
12 O 2.417 4.032 -0.214  -0.38
13 H 3.807 2.483 -4.512  0.08
14 H 4.147 4.133 -3.960  0.09
15 H 2.522 3.714 -4.526  0.09
16 H 2.520 1.038 -2.800  0.10
17 H 6.071 1.298 -2.026  0.09
18 H 4.343 4.195 -0.325  0.07
19 H 2.198 6.343 -2.269  0.08
20 O -5.472 1.370 -0.035  -0.04
21 C -4.694 1.061 0.881  -0.68
22 O -4.899 0.462 1.958  -0.06
23 C -3.204 1.401 0.618  -0.09
24 C -2.795 1.871 -0.624  0.01
25 C -1.452 2.105 -0.855  -0.11
26 N -0.540 1.886 0.094  0.00
27 C -0.916 1.470 1.311  -0.17
28 C -2.241 1.220 1.601  0.06
29 C 0.183 1.279 2.352  -0.60
30 O -0.122 0.867 3.459  0.04
31 O 1.379 1.581 1.968  -0.13
32 H -3.543 2.042 -1.385  0.11
33 H -1.071 2.493 -1.792  0.10
34 H -2.522 0.880 2.587  0.12
35 C -2.829 -1.822 4.373  -0.04
36 C -2.566 -2.623 3.130  -0.26
37 C -1.811 -3.791 3.149  -0.05
38 C -1.525 -4.478 1.976  -0.05
39 C -1.995 -3.999 0.762  -0.27
40 N -1.658 -4.705 -0.436  0.12
41 C -1.397 -4.168 -1.667  -0.54
42 O -1.642 -4.756 -2.704  0.06
43 N -0.837 -2.892 -1.693  0.14
44 C 0.153 -2.353 -0.858  -0.20
45 C 0.879 -3.082 0.080  0.01
46 C 1.833 -2.434 0.845  -0.03
47 C 2.074 -1.088 0.649  -0.12
48 N 1.403 -0.401 -0.276  -0.01
49 C 0.458 -1.002 -0.992  -0.06
50 C -2.791 -2.859 0.734  0.00
51 C -3.077 -2.184 1.909  -0.01
52 H -2.523 -2.362 5.269  0.07
53 H -3.887 -1.568 4.449  0.09
54 H -2.273 -0.881 4.334  0.08
55 H -1.422 -4.162 4.090  0.11
56 H -0.911 -5.372 1.998  0.11
57 H -1.929 -5.674 -0.488  0.15
58 H -0.904 -2.482 -2.612  0.15
59 H 0.700 -4.136 0.213  0.11
60 H 2.388 -2.974 1.599  0.11
61 H 2.798 -0.533 1.228  0.11
62 H -0.089 -0.381 -1.695  0.12
63 H -3.201 -2.502 -0.202  0.12
64 H -3.738 -1.321 1.893  0.09

<S²>: 2.0048
HOMO level (spin up / spin down) in Eh: -0.204 / -0.204
2S+1: 3
Calculated total energy in eV: -75784.9740
Total charge: -1
Maximum force in Eh/bohr: 0.009
Kohn-Sham gap (spin up / spin down) in eV: 7.4 / 7.3

***

4.
Computed, not measured: 4 unconnected molecules or ions with the total composition C22H23N4O12S2 at a distorted geometry, with ωB97M-V with the def2-TZVPD basis set.

Each line ends with the Löwdin charge.
Atoms and positions in Å:
1 O 3.545 2.120 2.175  -0.08
2 C 2.880 1.016 1.828  -0.26
3 O 2.665 -0.040 2.865  -0.02
4 C 2.366 0.800 0.284  -0.09
5 C 1.637 -0.639 -0.009  -0.22
6 C 2.654 -1.802 -0.613  -0.23
7 S 3.893 -2.447 0.661  0.66
8 O 4.746 -3.550 -0.077  -0.48
9 O 4.911 -1.387 1.148  -0.42
10 N 2.964 -3.216 1.923  -0.41
11 S 3.944 -3.640 3.308  0.66
12 O 3.781 -2.539 4.398  -0.50
13 O 5.446 -3.862 3.001  -0.47
14 H 2.880 0.318 3.780  0.13
15 H 3.235 0.982 -0.498  0.15
16 H 1.568 1.660 0.065  0.11
17 H 0.845 -0.437 -0.880  0.07
18 H 0.977 -1.038 0.902  0.12
19 H 3.142 -1.488 -1.634  0.12
20 H 1.948 -2.732 -0.862  0.10
21 H 3.391 -4.831 3.870  0.06
22 C -2.959 -0.188 -5.245  -0.08
23 C -1.756 -0.269 -5.949  -0.07
24 C -0.558 0.098 -5.332  0.00
25 C -0.576 0.543 -4.003  -0.13
26 C -1.782 0.633 -3.297  -0.01
27 C -2.974 0.266 -3.925  -0.09
28 N 0.683 0.905 -3.342  -0.30
29 O 1.727 0.830 -4.006  0.07
30 O 0.631 1.262 -2.156  0.05
31 H -3.890 -0.480 -5.728  0.10
32 H -1.753 -0.622 -6.978  0.11
33 H 0.370 0.028 -5.895  0.12
34 H -1.811 0.981 -2.266  0.13
35 H -3.916 0.329 -3.384  0.11
36 C 1.062 4.709 4.734  -0.07
37 C -0.009 5.598 4.635  -0.08
38 C -0.718 5.709 3.437  -0.01
39 C -0.346 4.918 2.341  -0.14
40 C 0.734 4.030 2.436  0.02
41 C 1.436 3.930 3.638  -0.05
42 N -1.103 5.012 1.087  -0.33
43 O -2.039 5.823 1.037  0.05
44 O -0.765 4.272 0.152  0.06
45 H 1.608 4.621 5.672  0.11
46 H -0.294 6.203 5.493  0.10
47 H -1.550 6.407 3.375  0.11
48 H 1.036 3.414 1.592  0.10
49 H 2.274 3.241 3.723  0.09
50 C -5.091 -3.858 -0.755  -0.08
51 C -4.606 -2.826 -1.560  -0.07
52 C -3.296 -2.370 -1.399  0.01
53 C -2.476 -2.961 -0.428  -0.12
54 C -2.963 -3.992 0.386  0.01
55 C -4.275 -4.437 0.218  -0.07
56 N -1.090 -2.503 -0.272  -0.28
57 O -0.702 -1.576 -0.999  0.02
58 O -0.386 -3.073 0.574  0.09
59 H -6.112 -4.214 -0.888  0.10
60 H -5.249 -2.378 -2.315  0.10
61 H -2.933 -1.565 -2.034  0.09
62 H -2.338 -4.456 1.147  0.12
63 H -4.662 -5.239 0.843  0.11

HOMO level in Eh: -0.177
2S+1: 1
Calculated total energy in eV: -75375.0877
Total charge: -1
Maximum force in Eh/bohr: 0.145
Kohn-Sham gap in eV: 5.6